Record 1
An isolated molecule of C3H4N4O in a non-equilibrium geometry. Source: the Open Molecules 2025 dataset; level of theory: ωB97M-V/def2-TZVPD.

Positions of all 12 atoms, in Å:
C  -2.81  0.16  0.08
N  -1.55  -0.69  -0.22
C  -0.40  -0.25  -0.15
N  0.62  -1.24  0.15
N  1.80  -1.06  0.10
N  2.11  0.34  -0.16
C  1.23  1.21  0.03
O  -0.14  1.06  0.11
H  -2.75  0.68  1.10
H  -3.02  0.86  -0.81
H  -3.68  -0.42  0.06
H  1.54  2.22  -0.07

Output
* LUMO energy: -0.01409 Eh
* frontier orbital gap: 9.6 eV
* structure (SMILES): C/N=c1/nnnco1
* molecular weight: 112.092 g/mol

Table of natural (NBO) atomic charges, one value per atom, all in e: -0.4492, -0.3887, 0.5426, -0.1459, 0.0838, -0.3780, 0.3775, -0.4596, 0.2119, 0.2070, 0.2090, 0.1895

Record 2
A structure of composition C50H56BCsN15O3 in a non-equilibrium geometry. Source: the Open Molecules 2025 dataset; level of theory: ωB97M-V/def2-TZVPD.

Positions of all 126 atoms, in Å:
Cs  0.70  1.74  0.06
C  4.37  2.28  3.46
C  3.51  2.08  2.37
N  2.44  2.80  2.16
C  2.15  3.82  3.00
C  3.00  4.15  4.09
C  4.12  3.32  4.31
C  2.73  5.28  4.90
C  1.64  6.06  4.60
C  0.76  5.72  3.57
C  0.95  4.60  2.76
N  0.18  4.26  1.71
C  -1.12  4.51  1.59
C  -2.02  4.67  2.66
C  -3.38  4.87  2.48
C  -3.94  4.92  1.22
C  -3.11  4.72  0.10
C  -3.62  4.68  -1.22
C  -2.78  4.44  -2.28
C  -1.42  4.22  -2.01
N  -0.91  4.27  -0.80
C  -1.71  4.51  0.26
H  5.23  1.63  3.59
H  3.72  1.30  1.63
H  4.78  3.53  5.15
H  3.40  5.52  5.72
H  1.44  6.95  5.19
H  -0.08  6.37  3.36
H  -1.63  4.62  3.67
H  -4.02  4.99  3.35
H  -5.00  5.08  1.07
H  -4.68  4.85  -1.38
H  -3.15  4.40  -3.29
H  -0.72  4.00  -2.81
C  -5.89  1.51  -0.49
N  -4.47  1.36  -0.70
C  -3.46  1.61  0.14
N  -2.31  1.35  -0.45
C  -2.69  0.93  -1.68
N  -3.99  0.92  -1.88
C  -6.62  0.24  -0.13
C  -7.84  0.33  0.53
C  -8.60  -0.81  0.76
C  -8.15  -2.05  0.34
C  -6.90  -2.16  -0.27
C  -6.14  -1.01  -0.50
C  -6.42  -3.45  -0.71
N  -7.11  -4.51  -1.01
N  -6.22  -5.47  -1.40
C  -5.03  -4.95  -1.31
O  -5.09  -3.66  -0.89
C  -3.74  -5.57  -1.52
C  -3.61  -6.74  -2.27
C  -2.36  -7.31  -2.42
C  -1.24  -6.75  -1.82
C  -1.37  -5.60  -1.05
C  -0.19  -5.02  -0.31
N  -0.27  -3.58  -0.20
C  -0.04  -2.65  -1.14
N  -0.31  -1.45  -0.66
C  -0.72  -1.71  0.61
N  -0.71  -2.99  0.92
C  -2.62  -5.01  -0.91
H  -6.30  1.89  -1.43
H  -6.04  2.27  0.28
H  -3.58  2.02  1.14
H  -1.98  0.63  -2.44
H  -8.21  1.30  0.85
H  -9.55  -0.73  1.26
H  -8.74  -2.94  0.49
H  -5.19  -1.10  -1.01
H  -4.49  -7.19  -2.72
H  -2.24  -8.21  -3.02
H  -0.26  -7.21  -1.95
H  0.75  -5.29  -0.78
H  -0.18  -5.39  0.72
H  0.31  -2.87  -2.14
H  -1.05  -0.95  1.29
H  -2.74  -4.13  -0.30
N  2.39  3.28  -2.48
C  3.37  2.67  -3.35
C  2.72  1.96  -4.54
C  1.95  0.70  -4.17
N  0.61  1.00  -3.67
H  1.94  4.07  -2.93
H  2.82  3.62  -1.63
H  3.92  1.93  -2.77
H  4.11  3.39  -3.75
H  3.51  1.70  -5.25
H  2.04  2.66  -5.05
H  2.50  0.18  -3.37
H  1.93  0.03  -5.05
H  0.18  0.16  -3.29
H  0.02  1.36  -4.41
C  4.28  -1.28  3.55
N  3.15  -0.66  4.22
C  3.35  -0.07  5.53
C  1.98  -0.54  3.62
N  0.97  -0.42  3.08
H  4.54  -2.23  4.05
H  5.15  -0.62  3.59
H  4.04  -1.47  2.51
H  3.64  -0.84  6.25
H  2.42  0.39  5.86
H  4.13  0.70  5.49
C  6.26  -2.07  -2.33
C  4.82  -2.01  -1.83
C  3.92  -2.62  -2.90
O  4.46  -0.62  -1.67
B  4.36  -0.27  -0.31
O  4.57  -1.44  0.45
C  4.63  -2.60  -0.40
C  5.76  -3.52  0.06
C  3.30  -3.34  -0.23
H  6.34  -1.48  -3.25
H  6.56  -3.09  -2.56
H  6.95  -1.64  -1.60
H  4.16  -2.17  -3.87
H  2.87  -2.42  -2.69
H  4.08  -3.70  -2.98
H  6.69  -2.96  0.20
H  5.93  -4.32  -0.66
H  5.50  -3.96  1.02
H  2.48  -2.67  -0.48
H  3.18  -3.63  0.81
H  3.26  -4.24  -0.85

Output
* LUMO energy: 0.05406 Eh
* charge: -1
* frontier orbital gap: 3.9 eV
* molecular weight: 1058.817 g/mol

Mulliken atomic charge list, values in e, 99 entries: 0.6078, -0.9678, -0.5981, 0.3217, -0.1779, 1.2698, -0.8198, -0.9478, -0.7696, -0.4941, -0.2996, -0.0083, -0.1018, -0.3427, -1.0099, -0.8417, 1.2030, -0.6117, -0.8556, -0.1519, -0.2193, 0.1832, 0.7043, 0.6760, 0.3715, 0.3529, 0.3371, 0.5229, 0.5834, 0.3292, 0.3852, 0.4346, 0.3611, 0.2526, -1.4253, 1.4588, -0.8773, 0.5451, -0.7954, -0.9400, 0.9716, -0.8898, -0.5636, -0.9713, 0.1201, -0.2654, 0.4827, -0.5157, -0.5059, 0.4982, -0.2412, 0.1232, -0.9269, -0.5828, -0.6824, 0.6934, -1.2998, 1.3935, -0.5004, 0.2598, -0.8300, -0.9198, -0.1411, 0.3142, 0.4233, 0.4741, 0.4810, 0.4275, 0.3942, 0.4832, 0.7737, 0.4939, 0.3885, 0.4355, 0.2982, 0.3058, 0.3703, 0.5599, 0.7562, -0.2656, -0.5370, -0.8624, -0.0258, -0.2003, 0.1209, 0.2001, 0.2062, 0.3211, 0.4288, 0.3374, -0.1903, 0.3287, 0.0603, 0.2218, -0.4009, 0.0906, -1.0028, 0.5945, -0.5402

Record 3
An isolated molecule of C4H10N4O in a non-equilibrium geometry. Source: the Open Molecules 2025 dataset; level of theory: ωB97M-V/def2-TZVPD.

Positions of all 19 atoms, in Å:
H  -2.26  -1.68  -1.39
N  -1.32  -1.91  -1.08
C  -0.66  -1.05  -0.49
N  -0.85  0.18  0.64
C  -1.44  0.04  1.94
C  0.42  -0.32  0.22
N  1.32  -1.09  0.97
N  0.90  0.32  -1.05
C  0.20  1.45  -1.63
O  2.28  0.67  -0.88
H  -2.45  0.43  1.93
H  -1.50  -1.02  2.25
H  -0.84  0.56  2.69
H  2.30  -0.84  0.92
H  1.10  -1.14  1.95
H  0.66  1.71  -2.59
H  -0.82  1.17  -1.84
H  0.21  2.32  -0.97
H  2.75  0.20  -1.58

Output
* LUMO energy: 0.02693 Eh
* frontier orbital gap: 8.4 eV
* structure (SMILES): [H]/N=C1\N(C)[C@]1(N)N(C)O
* molecular weight: 130.151 g/mol

Table of natural (NBO) atomic charges, one value per atom, all in e: 0.3708, -0.6590, 0.5121, -0.5486, -0.4195, 0.3395, -0.8326, -0.1760, -0.4198, -0.6059, 0.2122, 0.1673, 0.1976, 0.4004, 0.3798, 0.2078, 0.2141, 0.1888, 0.4711

Record 4
A cluster of 6 separate species, C37H68ClF3N2O15S in total in a non-equilibrium geometry. Source: the Open Molecules 2025 dataset; level of theory: ωB97M-V/def2-TZVPD.

Positions of all 127 atoms, in Å:
C  4.39  -2.72  -2.33
C  4.10  -1.90  -3.55
O  5.01  -1.44  -4.21
N  2.72  -1.69  -3.86
C  2.38  -0.29  -4.15
C  1.57  0.30  -2.98
C  0.51  1.37  -3.34
C  -0.82  1.10  -2.66
C  -1.53  -0.20  -3.09
C  -1.17  -0.48  -4.58
O  -0.39  -1.30  -5.01
N  -1.97  0.37  -5.34
C  -3.13  0.77  -4.51
C  -3.05  -0.20  -3.26
C  -3.62  -1.51  -3.81
C  -3.28  -2.80  -3.03
C  -4.52  -3.62  -2.66
C  -5.02  -4.55  -3.76
S  -5.95  -3.71  -5.02
O  -6.87  -2.81  -4.41
O  -5.11  -3.27  -6.08
Cl  -7.08  -5.26  -5.77
C  -4.00  0.44  -2.21
C  -3.73  0.42  -0.70
O  -2.77  1.38  -0.28
C  -3.38  -0.91  -0.07
F  -2.13  -1.35  -0.35
F  -4.27  -1.87  -0.46
F  -3.47  -0.81  1.29
H  5.17  -2.26  -1.73
H  4.78  -3.68  -2.67
H  3.51  -2.90  -1.72
H  2.41  -2.30  -4.60
H  1.84  -0.21  -5.08
H  3.28  0.31  -4.26
H  1.11  -0.50  -2.41
H  2.29  0.77  -2.31
H  0.88  2.30  -2.91
H  0.44  1.55  -4.40
H  -1.47  1.97  -2.75
H  -0.62  1.03  -1.60
H  -1.09  -1.05  -2.57
H  -2.22  -0.06  -6.21
H  -3.00  1.81  -4.26
H  -4.04  0.55  -5.04
H  -3.34  -1.67  -4.85
H  -4.70  -1.38  -3.82
H  -2.68  -3.43  -3.67
H  -2.69  -2.60  -2.15
H  -5.34  -2.99  -2.36
H  -4.33  -4.26  -1.80
H  -5.71  -5.27  -3.33
H  -4.22  -5.12  -4.24
H  -4.10  1.49  -2.45
H  -5.00  0.03  -2.32
H  -4.68  0.68  -0.23
H  -3.21  1.99  0.30
C  4.56  3.83  -8.18
C  4.44  2.98  -6.94
O  3.08  2.80  -6.53
C  2.29  1.84  -7.04
C  2.73  1.06  -8.26
O  1.22  1.65  -6.53
H  4.08  3.36  -9.04
H  5.61  4.00  -8.43
H  4.07  4.79  -8.02
H  4.94  2.01  -7.04
H  4.91  3.48  -6.10
H  2.33  1.54  -9.15
H  2.33  0.06  -8.19
H  3.81  0.98  -8.36
C  -0.07  3.54  4.22
C  -0.83  3.55  2.91
O  0.05  3.56  1.79
C  0.54  2.43  1.23
C  0.34  1.10  1.91
O  1.18  2.53  0.22
H  0.52  2.63  4.33
H  -0.76  3.60  5.06
H  0.61  4.39  4.26
H  -1.55  2.73  2.84
H  -1.40  4.48  2.83
H  1.20  0.89  2.54
H  0.26  0.34  1.14
H  -0.56  1.04  2.51
C  -1.75  1.04  8.89
C  -2.48  1.10  7.57
O  -1.57  1.12  6.46
C  -1.06  0.02  5.90
C  -1.25  -1.32  6.58
O  -0.41  0.13  4.90
H  -1.17  0.12  8.99
H  -2.45  1.10  9.72
H  -1.06  1.88  8.97
H  -3.20  0.30  7.45
H  -3.03  2.04  7.49
H  -0.39  -1.51  7.21
H  -1.30  -2.08  5.81
H  -2.16  -1.39  7.17
C  4.11  -7.77  -0.45
C  5.33  -7.32  0.33
O  5.72  -5.99  -0.01
C  5.18  -4.90  0.56
C  3.95  -5.04  1.43
O  5.66  -3.83  0.32
H  3.24  -7.16  -0.22
H  3.87  -8.81  -0.22
H  4.29  -7.69  -1.52
H  5.19  -7.42  1.41
H  6.19  -7.94  0.06
H  3.07  -4.88  0.81
H  3.99  -4.27  2.20
H  3.86  -6.01  1.93
C  0.93  6.01  8.20
C  -0.27  6.43  9.03
O  -1.06  5.32  9.44
C  -0.79  4.58  10.53
C  0.52  4.78  11.26
O  -1.58  3.74  10.86
H  1.61  5.38  8.76
H  1.47  6.89  7.85
H  0.59  5.44  7.33
H  0.03  7.03  9.89
H  -0.94  7.05  8.43
H  1.24  4.06  10.88
H  0.35  4.57  12.31
H  0.93  5.78  11.17

Output
* LUMO energy: 0.01304 Eh
* frontier orbital gap: 8.6 eV
* structure (SMILES): CC(=O)NCCCC[C@@H]1C(=O)NC[C@]1(CCCCS(=O)(=O)Cl)C[C@H](O)C(F)(F)F.CCOC(C)=O.CCOC(C)=O.CCOC(C)=O.CCOC(C)=O.CCOC(C)=O
* molecular weight: 905.464 g/mol

Mulliken atomic charge list, values in e, 99 entries: -1.0074, 0.4687, -0.5981, -0.2204, -0.7745, -0.9309, -1.4986, -1.6383, 1.4083, -0.5763, -0.6996, -0.0293, -1.5149, 1.4390, -2.1874, -0.7930, -1.2661, -1.0255, 1.2259, -0.5417, -0.5296, -0.2720, -1.9370, -0.2321, -0.3877, 0.5775, -0.2059, -0.3066, -0.3418, 0.3517, 0.3160, 0.2629, 0.3060, 0.4062, 0.3967, 0.3708, 0.7730, 0.6431, 0.6650, 0.7372, 0.1126, 1.0990, 0.4359, 0.6072, 0.3627, 0.5881, 1.0257, 0.6506, 0.5883, 0.3936, 0.4745, 0.5583, 0.4555, 0.4563, 0.3928, 0.7006, 0.2713, -1.0513, -0.4134, -0.3432, 0.8850, -1.2397, -0.5614, 0.2696, 0.3718, 0.3049, 0.3338, 0.3752, 0.3272, 0.3064, 0.3900, -0.8290, -0.2956, -0.4030, 0.8302, -0.8458, -0.5934, 0.2084, 0.2615, 0.3120, 0.1522, 0.4143, 0.3372, 0.2601, 0.2063, -0.8639, -0.4434, -0.3067, 0.8322, -1.2279, -0.5106, 0.2954, 0.4083, 0.1551, 0.3283, 0.3284, 0.2791, 0.3384, 0.3715